Computed, not measured: a 4-piece molecular cluster, C42H92Cl2N14O8P3S overall, with wB97M-V/def2-TZVPD.

Summary:
Kohn-Sham gap in eV: 6.700
E_tot in eV: -146024.5193
HOMO energy in eV: -9.491
F_max in Eh/bohr: 0.0967
2S+1: 1
Total charge: +1

Each line ends with the Löwdin charge.
CARTESIAN COORDINATES (ANGSTROEM)
C  1.304  -2.488  -0.523  0.10
C  0.069  -2.901  -0.743  -0.14
N  -1.093  -2.026  -0.730  -0.06
C  -2.224  -2.601  -0.072  -0.67
Cl  -2.984  -4.048  -0.659  0.79
C  -2.721  -2.046  1.036  -0.67
C  -3.902  -2.566  1.797  -0.11
Cl  -1.990  -0.633  1.694  0.81
C  -1.386  -1.417  -1.971  -0.21
N  -1.999  -2.030  -3.058  -0.05
C  -3.465  -1.867  -3.158  -0.15
C  -3.893  -1.680  -4.615  -0.17
C  -5.415  -1.543  -4.737  -0.15
C  -6.014  -2.345  -5.903  -0.17
O  -7.260  -2.949  -5.499  -0.05
C  -7.013  -4.116  -4.844  -0.35
O  -7.125  -4.232  -3.663  0.11
N  -1.571  -3.385  -3.199  0.04
C  -0.997  -3.661  -4.254  -0.73
S  -0.423  -4.142  -5.599  0.87
N  -1.040  -0.178  -2.151  0.07
C  -1.282  0.474  -3.454  -0.08
C  -0.303  -0.017  -4.544  -0.15
C  0.525  1.135  -5.105  -0.16
C  1.663  0.623  -5.981  -0.17
O  2.462  -0.270  -5.197  -0.04
C  2.886  -1.403  -5.827  -0.52
C  4.307  -1.761  -5.513  0.03
O  2.169  -2.056  -6.534  0.09
C  -0.408  0.658  -1.126  -0.08
C  1.101  0.850  -1.354  -0.15
N  1.421  2.231  -1.736  -0.09
C  1.174  3.159  -0.615  -0.22
C  1.647  4.585  -0.932  -0.05
C  2.853  2.298  -2.026  -0.47
C  3.281  2.796  -3.373  0.01
O  3.653  1.965  -1.193  0.13
H  1.535  -1.468  -0.254  0.05
H  2.098  -3.223  -0.564  0.07
H  -0.141  -3.952  -0.907  0.10
H  -3.839  -3.647  1.907  0.07
H  -3.895  -2.148  2.801  0.07
H  -4.814  -2.274  1.277  0.07
H  -3.975  -2.768  -2.816  0.10
H  -3.805  -1.039  -2.528  0.13
H  -3.602  -2.610  -5.119  0.10
H  -3.336  -0.892  -5.121  0.10
H  -5.685  -0.501  -4.917  0.12
H  -5.913  -1.866  -3.822  0.11
H  -6.199  -1.726  -6.777  0.13
H  -5.340  -3.153  -6.214  0.12
H  -6.708  -4.942  -5.505  0.15
H  -2.321  0.381  -3.749  0.11
H  -1.099  1.537  -3.311  0.13
H  0.336  -0.790  -4.119  0.11
H  -0.869  -0.445  -5.374  0.12
H  -0.107  1.811  -5.685  0.13
H  0.973  1.718  -4.296  0.08
H  2.261  1.480  -6.296  0.13
H  1.232  0.127  -6.851  0.13
H  4.533  -1.475  -4.485  0.09
H  4.423  -2.839  -5.586  0.09
H  4.967  -1.244  -6.207  0.10
H  -0.644  0.325  -0.126  0.06
H  -0.855  1.645  -1.237  0.12
H  1.448  0.198  -2.161  0.13
H  1.668  0.574  -0.458  0.11
H  0.105  3.243  -0.406  0.11
H  1.647  2.806  0.306  0.09
H  1.694  4.762  -2.007  0.07
H  0.926  5.300  -0.538  0.08
H  2.599  4.821  -0.457  0.08
H  2.504  3.386  -3.857  0.08
H  4.137  3.454  -3.231  0.10
H  3.566  1.965  -4.020  0.08
O  3.207  5.817  2.585  -0.28
P  2.899  5.456  3.984  0.62
N  1.805  4.146  3.783  -0.29
C  0.784  3.686  4.703  -0.13
C  2.323  3.060  2.969  -0.14
N  2.135  6.896  4.526  -0.28
C  1.001  7.000  5.446  -0.13
C  2.024  7.951  3.510  -0.14
N  3.703  5.074  5.411  -0.31
C  4.930  4.292  5.209  -0.12
C  3.138  4.790  6.714  -0.11
H  1.144  2.929  5.414  0.08
H  -0.025  3.217  4.132  0.08
H  0.330  4.496  5.259  0.04
H  3.116  2.481  3.463  0.08
H  2.729  3.451  2.037  0.06
H  1.528  2.356  2.707  0.07
H  0.215  6.268  5.263  0.06
H  0.532  7.976  5.340  0.08
H  1.310  6.971  6.491  0.07
H  1.207  7.768  2.802  0.09
H  2.946  8.065  2.951  0.07
H  1.840  8.902  4.010  0.08
H  4.722  3.240  4.973  0.07
H  5.538  4.306  6.114  0.08
H  5.532  4.712  4.403  0.08
H  3.077  3.710  6.894  0.09
H  2.148  5.197  6.873  0.05
H  3.791  5.212  7.483  0.09
O  3.868  -4.941  0.909  -0.29
P  4.949  -5.463  1.774  0.62
N  6.327  -4.631  1.194  -0.30
C  7.713  -5.051  1.282  -0.13
C  6.211  -3.178  1.198  -0.13
N  4.927  -7.125  1.332  -0.27
C  6.080  -8.020  1.206  -0.12
C  3.939  -7.476  0.305  -0.14
N  5.270  -5.671  3.412  -0.31
C  4.768  -4.580  4.257  -0.12
C  6.423  -6.294  4.032  -0.11
H  8.215  -4.710  2.199  0.08
H  8.268  -4.619  0.445  0.09
H  7.829  -6.124  1.201  0.04
H  6.224  -2.747  2.208  0.07
H  5.288  -2.865  0.710  0.07
H  7.038  -2.733  0.643  0.08
H  6.938  -7.567  0.711  0.06
H  5.808  -8.885  0.603  0.08
H  6.377  -8.451  2.162  0.07
H  4.266  -7.200  -0.705  0.09
H  2.980  -7.009  0.497  0.06
H  3.774  -8.554  0.329  0.08
H  5.388  -3.676  4.187  0.07
H  4.762  -4.887  5.304  0.08
H  3.745  -4.316  3.986  0.08
H  7.149  -5.542  4.362  0.09
H  6.952  -6.992  3.398  0.05
H  6.094  -6.842  4.919  0.09
O  -4.519  1.271  -0.490  -0.30
P  -5.644  1.535  0.440  0.62
N  -6.629  2.609  -0.444  -0.30
C  -7.571  3.577  0.087  -0.12
C  -7.042  2.125  -1.756  -0.13
N  -4.810  2.302  1.742  -0.26
C  -5.292  3.394  2.593  -0.12
C  -3.376  2.474  1.509  -0.17
N  -6.734  0.652  1.368  -0.31
C  -7.212  -0.573  0.712  -0.12
C  -7.734  1.143  2.297  -0.11
H  -8.583  3.170  0.222  0.08
H  -7.660  4.407  -0.618  0.09
H  -7.242  4.009  1.023  0.04
H  -7.772  1.307  -1.702  0.07
H  -6.181  1.774  -2.324  0.07
H  -7.499  2.934  -2.327  0.08
H  -5.818  4.176  2.050  0.06
H  -4.447  3.880  3.078  0.08
H  -5.899  3.034  3.424  0.07
H  -3.158  3.321  0.845  0.09
H  -2.956  1.578  1.082  -0.02
H  -2.855  2.645  2.454  0.08
H  -7.950  -0.370  -0.073  0.08
H  -7.689  -1.230  1.441  0.09
H  -6.384  -1.127  0.265  0.06
H  -8.724  1.178  1.829  0.09
H  -7.533  2.129  2.693  0.06
H  -7.797  0.456  3.145  0.09

Atoms 1-2, force components in eV/Å:
C -0.190 -0.115 0.058
C 0.295 -0.081 0.167